1.
This record from the Open Molecules 2025 dataset describes C14H30N3OPPtSSi as an isolated structure at a distorted geometry. The level of theory is the ωB97M-V functional and the def2-TZVPD basis.

CARTESIAN COORDINATES (ANGSTROEM)
Pt (0.17818, -0.42308, -0.22400)
Si (-1.63547, 1.16808, 1.39030)
P (0.20864, 1.18737, -1.88586)
N (0.07349, 0.84045, 1.29034)
H (-1.00615, -0.73715, 0.80687)
C (1.40547, 0.98487, -3.25795)
H (1.39838, 1.81641, -3.98348)
H (1.14704, 0.04704, -3.76429)
H (2.41674, 0.91637, -2.83233)
C (-1.40806, 1.44706, -2.71716)
H (-1.34961, 2.17369, -3.53958)
H (-2.15142, 1.81484, -1.99889)
H (-1.75723, 0.49472, -3.13673)
C (0.66570, 2.86418, -1.25171)
H (0.75789, 3.62496, -2.04036)
H (1.63262, 2.82005, -0.73353)
H (-0.08785, 3.21664, -0.53718)
C (-3.00967, 0.17794, 0.51453)
H (-3.02365, -0.88739, 0.76541)
H (-2.98692, 0.29311, -0.57205)
H (-3.95077, 0.59324, 0.89600)
H (-1.96181, 1.05975, 2.83568)
H (-1.83435, 2.56216, 0.87567)
C (1.14561, 1.39996, 1.91031)
C (3.53220, 1.74454, 1.97878)
C (2.44835, 0.94931, 1.61979)
C (0.91319, 2.57531, 2.66116)
C (1.99119, 3.37460, 2.99466)
C (3.29306, 2.94548, 2.67154)
H (4.54320, 1.41271, 1.71030)
H (2.57222, 0.02619, 1.04752)
H (-0.12866, 2.84987, 2.82841)
H (1.79828, 4.32846, 3.49964)
H (4.13640, 3.57489, 2.95849)
C (-0.92464, -2.85213, -2.65908)
O (-0.09083, -1.97914, -2.96405)
C (-0.38823, -4.07880, -2.01247)
H (-1.02378, -4.96311, -2.09650)
H (-0.17819, -3.82819, -0.94681)
H (0.60166, -4.25996, -2.43269)
C (-2.36529, -2.50492, -2.53052)
H (-2.71462, -2.23725, -3.52401)
H (-2.45183, -1.59800, -1.94115)
H (-2.98027, -3.31255, -2.16050)
N (-0.81751, -2.66000, 2.25817)
C (0.51713, -2.62974, 2.18641)
N (1.20454, -2.65879, 3.34635)
S (1.28727, -2.49516, 0.67149)
H (-1.29294, -2.94326, 3.09958)
H (-1.33947, -2.73557, 1.38706)
H (2.21926, -2.62378, 3.31159)
H (0.77151, -2.87632, 4.22684)

Force components x, y, z for each atom (eV/Å):
1.711 -1.890 -1.565
-1.480 -0.344 -0.046
-0.256 0.741 -0.274
1.554 1.303 1.440
-0.707 -1.354 -0.510
0.004 -0.170 -0.105
-0.222 -0.213 0.357
0.229 0.157 0.088
-0.312 -0.120 -0.101
0.003 0.234 -0.372
0.092 -0.091 0.164
0.239 -0.135 -0.062
0.167 0.159 0.197
-0.089 0.081 0.009
-0.122 -0.359 0.001
-0.220 -0.149 -0.049
0.158 -0.140 -0.086
-0.396 0.380 0.430
0.134 0.275 -0.056
0.070 -0.049 0.179
-0.169 0.149 -0.122
-0.008 0.241 0.021
0.154 -0.078 0.212
-0.647 0.394 -0.181
-0.492 -0.139 0.285
0.524 0.351 -0.109
0.423 -0.013 -0.278
-0.043 -0.156 0.191
0.169 0.236 -0.016
-0.425 0.311 0.253
-0.091 0.243 0.217
0.384 0.169 0.180
0.342 -0.412 -0.164
-0.201 -0.148 -0.119
2.229 1.845 1.493
-1.586 -1.093 -0.472
0.310 -0.574 -0.173
0.019 0.098 0.096
-0.384 -0.078 -0.485
-0.067 -0.200 -0.009
-0.253 0.047 -1.022
-0.246 0.040 -0.226
0.040 -0.003 0.360
-0.094 -0.108 0.250
-3.211 0.218 -0.030
1.226 -0.394 -1.487
1.808 0.374 1.762
-0.029 0.888 -0.590
0.049 -0.214 -0.083
0.349 -0.118 0.651
-0.681 -0.102 0.088
0.045 -0.093 -0.132

The spin multiplicity is 5. The net charge is 0. The calculation puts the total energy at -1939.1191 a.u. The LUMO energy (alpha / beta) comes out at 0.024 / -0.058 Ha. The value obtained for the largest force on an atom is 3.26 eV/A. Its HOMO energy (alpha / beta) is -0.1197 / -0.2814 Ha. The calculation puts the energy above the lowest of the compared OMol25 structures with the same formula, charge and spin at 0.00 kcal per mole.

2.
This record from the Open Molecules 2025 dataset describes a 6-piece molecular cluster, C14H30N5O10 overall at a distorted geometry. The level of theory is the ωB97M-V functional and the def2-TZVPD basis.

CARTESIAN COORDINATES (ANGSTROEM)
C (0.34993, 0.79884, -4.05688)
C (0.44850, 1.24867, -2.70527)
C (0.24617, 1.90852, -1.18166)
C (1.33191, 3.13157, -1.07122)
C (2.29249, 3.01687, 0.25425)
C (1.50531, 3.42712, 1.65608)
C (3.08353, 1.58161, 0.32762)
C (3.85509, 1.28577, 1.74513)
C (2.79392, 0.46765, 2.72212)
H (-0.09544, 0.43780, -5.10393)
H (0.34566, 1.07566, -0.36577)
H (-0.86643, 2.31802, -1.09913)
H (2.07630, 2.98593, -1.98918)
H (3.13640, 3.85054, 0.12160)
H (2.23620, 3.46162, 2.59858)
H (0.53966, 2.79827, 1.85942)
H (1.16187, 4.55893, 1.50191)
H (3.93655, 1.63358, -0.50598)
H (2.43373, 0.64037, 0.08109)
H (4.71644, 0.49749, 1.49705)
H (4.33907, 2.22397, 2.24993)
H (1.70272, 0.64531, 2.27176)
H (2.95725, -0.69102, 2.71667)
H (2.80949, 0.84280, 3.83440)
C (-0.72092, 2.11395, 5.32182)
N (-0.82072, 2.33193, 3.85337)
O (-0.96483, 3.49612, 3.46248)
O (-0.75154, 1.32810, 3.13468)
H (-0.79693, 3.07855, 5.82814)
H (-1.54396, 1.45883, 5.61437)
H (0.24685, 1.64916, 5.52087)
C (0.47495, -2.13594, -2.21090)
N (0.84195, -3.50700, -1.76446)
O (0.30553, -4.45525, -2.34925)
O (1.65819, -3.59246, -0.83957)
H (-0.24760, -2.21145, -3.02627)
H (0.03828, -1.61669, -1.35541)
H (1.38896, -1.64415, -2.54993)
C (1.25143, -1.94201, 5.52531)
N (0.58410, -1.37552, 6.72847)
O (1.21732, -1.39811, 7.79027)
O (-0.55654, -0.92418, 6.57287)
H (2.24372, -2.30026, 5.80746)
H (0.63287, -2.76532, 5.16240)
H (1.32598, -1.14418, 4.78360)
C (-2.30418, -3.02310, -6.29244)
N (-1.40115, -2.88833, -5.11762)
O (-0.20593, -2.66759, -5.34480)
O (-1.91781, -3.00793, -4.00060)
H (-1.71802, -2.89574, -7.20503)
H (-2.74739, -4.02024, -6.25468)
H (-3.06700, -2.24597, -6.21250)
C (-5.63948, -1.21430, -3.34632)
N (-5.73928, -0.99632, -4.81476)
O (-5.88339, 0.16787, -5.20566)
O (-5.67010, -2.00015, -5.53345)
H (-5.71549, -0.24970, -2.83999)
H (-6.46252, -1.86942, -3.05377)
H (-4.67171, -1.67909, -3.14727)

Force components x, y, z for each atom (eV/Å):
-0.472 2.934 8.780
-2.425 -2.956 -8.414
0.599 0.327 -1.152
1.384 -1.235 0.133
-0.155 0.049 -0.185
0.273 1.065 -0.552
1.461 0.476 0.006
-0.136 -1.851 -0.365
-0.738 0.490 -0.235
1.575 1.018 3.023
-0.071 1.064 -1.507
2.204 -1.084 -0.576
-1.375 0.227 1.775
-1.696 -1.771 0.275
-1.544 -0.409 -1.825
2.149 1.130 -0.519
0.579 -2.482 0.263
-1.932 -0.114 1.608
1.016 1.828 0.466
-1.570 1.836 0.642
-1.120 -1.726 -0.992
2.314 -0.319 1.208
-0.059 2.141 -0.053
-0.024 -0.686 -2.016
0.020 0.166 0.234
-0.155 0.480 -1.019
-0.015 -1.854 0.527
-0.210 1.404 0.941
0.031 -0.187 -0.265
0.284 -0.021 -0.095
-0.248 -0.036 -0.072
-0.160 0.197 -0.285
0.101 -0.586 0.186
0.922 0.849 0.990
-1.084 -0.299 -1.203
0.468 -0.021 0.538
0.283 -0.011 -0.084
-0.187 -0.002 0.240
0.284 -0.134 -0.116
-0.326 0.285 0.839
-1.110 0.183 -1.317
1.575 -0.570 0.459
-0.295 0.153 0.045
0.015 0.272 -0.007
-0.144 -0.146 0.028
0.004 0.035 -0.322
0.804 0.078 0.600
-1.746 -0.348 0.511
0.576 0.194 -1.631
-0.037 -0.015 0.327
-0.025 0.250 0.108
0.033 -0.252 0.067
0.019 0.181 0.324
-0.120 0.548 -0.903
0.203 -1.882 0.307
-0.066 1.384 0.734
0.032 -0.203 -0.264
0.229 0.002 -0.124
-0.192 -0.045 -0.083

The net charge is -1. The calculation puts the total energy at -1576.8092 a.u. The LUMO energy comes out at 0.052 Ha. The value obtained for the largest force on an atom is 9.27 eV/A. Its HOMO energy is -0.0665 Ha.

3.
This record from the Open Molecules 2025 dataset describes C14H30O2Si2 in the gas phase at a distorted geometry. The level of theory is the ωB97M-V functional and the def2-TZVPD basis.

CARTESIAN COORDINATES (ANGSTROEM)
C (0.10157, 3.02445, -2.74598)
Si (-0.69651, 1.31039, -2.85387)
C (-0.33487, 0.86965, -4.70575)
C (-2.55219, 1.54567, -2.36730)
O (-0.13388, 0.14949, -1.76091)
C (-0.33279, 0.44742, -0.36291)
C (0.20965, -0.62617, 0.60206)
O (1.22817, -0.14715, 1.44037)
Si (2.95482, -0.12637, 1.34451)
C (3.50828, -1.83341, 0.92420)
C (3.56943, 1.06526, -0.02130)
C (3.60283, 0.32297, 3.02765)
C (-0.92303, -1.28701, 1.45118)
C (-1.53820, -0.22486, 2.29515)
C (-3.01043, -0.56801, 2.71844)
C (-3.61637, -1.69082, 2.39067)
C (-2.97994, -2.67947, 1.49396)
C (-1.92092, -2.07654, 0.65576)
H (-0.49826, 3.59931, -3.45733)
H (1.08105, 2.94487, -3.14158)
H (0.07795, 3.33863, -1.73344)
H (-1.01700, 0.07763, -5.08453)
H (0.70285, 0.59318, -4.73993)
H (-0.51633, 1.71760, -5.39439)
H (-3.26885, 0.82691, -2.72507)
H (-2.57939, 1.72003, -1.29056)
H (-2.70067, 2.45520, -2.89338)
H (0.18684, 1.44230, -0.28557)
H (-1.39052, 0.53409, -0.23856)
H (0.54138, -1.39865, -0.15264)
H (4.61399, -2.05427, 0.85908)
H (3.12615, -1.99908, -0.09223)
H (3.07255, -2.51598, 1.58695)
H (3.14669, 1.94921, 0.39618)
H (4.66058, 1.08006, 0.21847)
H (3.37270, 0.85529, -1.01772)
H (4.70742, 0.10426, 2.84931)
H (3.36672, -0.29800, 3.91514)
H (3.57236, 1.37008, 3.26248)
H (-0.45027, -2.06465, 2.09197)
H (-1.53466, 0.68578, 1.74690)
H (-0.93070, -0.01079, 3.13172)
H (-3.59142, 0.17089, 3.26788)
H (-4.69755, -1.72486, 2.57045)
H (-2.59772, -3.53338, 2.04202)
H (-3.79995, -3.07173, 0.81244)
H (-2.33106, -1.38208, -0.09740)
H (-1.46051, -2.88735, 0.06743)

Force components x, y, z for each atom (eV/Å):
-1.227 -1.605 -0.475
-0.772 -0.405 -0.387
-1.684 -0.114 0.696
1.905 -0.240 -0.370
0.388 -0.179 -0.612
1.065 1.196 -0.846
-0.036 -1.270 -1.684
1.317 0.140 0.179
-1.676 -0.339 -0.697
1.534 0.395 -1.505
1.189 -0.958 3.810
1.787 -0.730 -0.220
1.952 -0.874 0.210
-2.622 -0.702 0.665
1.466 1.012 0.047
-0.845 0.663 -0.234
-2.071 -0.969 -0.708
0.579 0.571 -1.986
0.039 0.359 0.436
1.156 0.116 -0.171
0.061 0.962 0.750
0.754 0.127 0.292
0.465 -0.366 -0.330
0.231 -0.125 0.627
-0.149 -0.425 0.119
-0.386 0.027 -0.189
-0.786 1.173 -0.278
-0.602 -0.798 1.043
-0.652 0.360 0.380
0.250 0.327 0.913
-1.077 0.521 0.233
-0.054 -0.284 0.158
-0.691 -1.273 0.935
-0.275 1.335 -0.458
-0.577 0.204 -0.579
-0.516 -0.292 -1.699
-0.967 0.310 0.273
-0.335 0.359 -0.713
-0.247 0.527 0.282
0.161 0.640 -0.072
-0.384 1.011 -0.462
0.626 0.071 1.163
0.334 0.087 -0.025
0.439 -0.467 0.269
0.099 -0.295 0.181
0.955 0.160 0.731
-0.387 -0.311 0.125
0.265 0.365 0.184

As for the SMILES: C[Si](C)(C)OC[C@@H](O[Si](C)(C)C)[C@H]1CC=CCC1. The net charge is 0. The calculation puts the total energy at -1280.9672 a.u. The LUMO energy comes out at 0.028 Ha. The value obtained for the largest force on an atom is 4.10 eV/A. Its HOMO energy is -0.3393 Ha. The calculation puts the energy above the lowest of the compared OMol25 structures with the same formula, charge and spin at 24.41 kcal per mole.

4.
This record from the Open Molecules 2025 dataset describes C14H31N2O4OsSi as an isolated structure. The level of theory is the ωB97M-V functional and the def2-TZVPD basis.

CARTESIAN COORDINATES (ANGSTROEM)
Os (0.07321, -0.15501, 1.05713)
C (3.02830, -0.70275, 0.44008)
O (2.04500, -0.24772, 1.44193)
C (2.37231, -0.72348, 2.79770)
C (1.37992, -0.07560, 3.72019)
O (0.03779, -0.25763, 3.18631)
C (-0.83100, -1.31109, 3.68812)
C (-0.80300, -2.45759, 2.72127)
O (-0.96527, -1.85115, 1.38976)
C (-1.04069, -2.86639, 0.32038)
H (4.00901, -0.40671, 0.80482)
H (2.79420, -0.18468, -0.48101)
H (2.95548, -1.78355, 0.33523)
H (3.39329, -0.41226, 3.01766)
H (2.31379, -1.81427, 2.78136)
H (1.52476, 1.00431, 3.73817)
H (1.43510, -0.46049, 4.73739)
H (-1.82355, -0.86248, 3.71982)
H (-0.53842, -1.59620, 4.69738)
H (-1.63351, -3.14505, 2.87817)
H (0.14018, -3.00930, 2.71422)
H (-1.85100, -3.54165, 0.58525)
H (-0.08944, -3.39263, 0.26532)
H (-1.26649, -2.33483, -0.59715)
N (0.23920, 0.12109, -0.91357)
C (0.27661, 0.26542, -2.07731)
N (0.31696, 0.44725, -3.33440)
C (1.50130, 0.05845, -4.16537)
C (0.99786, -0.65536, -5.41127)
O (0.05514, 0.14095, -6.08568)
C (-1.10708, 0.34417, -5.32041)
C (-0.78081, 1.15135, -4.07343)
H (2.15084, -0.58063, -3.56882)
H (2.02199, 0.98071, -4.42439)
H (0.56999, -1.63145, -5.15094)
H (1.83622, -0.81236, -6.08862)
H (-1.57007, -0.61372, -5.05237)
H (-1.80766, 0.90984, -5.93329)
H (-1.64005, 1.24606, -3.41091)
H (-0.40081, 2.13890, -4.33659)
C (-1.10874, 2.63241, 3.22929)
Si (-1.20582, 1.94824, 1.52692)
C (-0.61054, 3.09183, 0.20179)
C (-2.63024, 0.83177, 1.05444)
H (-1.78745, 3.49274, 3.27054)
H (-0.11219, 3.02468, 3.43974)
H (-1.41256, 1.94517, 4.01587)
H (-1.13729, 4.04146, 0.35962)
H (-0.83748, 2.74217, -0.80291)
H (0.45367, 3.32225, 0.27712)
H (-3.40151, 1.56403, 0.77083)
H (-3.02186, 0.23843, 1.87814)
H (-2.50760, 0.20231, 0.16650)

Force components x, y, z for each atom (eV/Å):
-0.421 0.427 0.073
0.018 0.031 0.093
-0.010 -0.101 -0.130
-0.037 -0.055 -0.062
-0.077 0.155 0.029
0.099 -0.166 -0.229
-0.108 0.117 0.073
0.152 0.010 -0.112
-0.112 -0.109 0.092
-0.006 0.084 0.108
0.001 -0.012 -0.021
-0.004 0.001 -0.016
0.010 -0.001 -0.018
-0.023 0.019 0.044
0.013 0.026 0.034
0.025 -0.008 0.068
0.034 -0.063 -0.027
0.003 -0.032 0.083
0.045 -0.052 -0.027
-0.010 0.014 0.024
-0.033 -0.002 0.055
0.008 -0.011 -0.033
-0.007 -0.020 -0.034
0.006 -0.012 -0.010
0.027 -0.112 0.002
-0.006 0.043 -0.035
0.005 -0.007 -0.003
-0.005 -0.023 0.066
0.059 0.007 -0.050
0.009 0.025 0.027
-0.033 0.047 -0.058
0.013 -0.027 0.078
0.009 0.006 -0.018
-0.002 -0.009 -0.031
-0.012 0.008 0.015
-0.021 -0.015 0.007
0.008 0.000 0.019
0.008 -0.023 0.004
-0.011 0.007 -0.023
-0.013 -0.002 -0.026
-0.199 -0.053 -0.041
0.528 0.150 0.007
-0.143 0.091 0.091
0.220 -0.296 0.075
-0.002 0.012 -0.004
0.022 -0.008 -0.010
0.014 -0.021 0.017
0.020 0.017 -0.029
0.002 -0.017 -0.009
0.015 -0.029 0.019
0.021 -0.002 -0.092
-0.045 0.021 -0.015
-0.050 -0.029 -0.038

The net charge is +3. The calculation puts the total energy at -1341.5535 a.u. The LUMO energy comes out at -0.414 Ha. The value obtained for the largest force on an atom is 0.60 eV/A. Its HOMO energy is -0.6492 Ha. The calculation puts the energy above the lowest of the compared OMol25 structures with the same formula, charge and spin at 0.00 kcal per mole.